A structure of composition C24H36BrN2O2RhSi2Te, computed with wB97M-V/def2-TZVPD.

Cartesian coordinates (Å):
1 Rh 1.226 -0.406 -0.460
2 O 2.739 2.963 -2.205
3 C 1.659 3.760 -2.447
4 C 1.896 5.048 -2.914
5 C 0.837 5.896 -3.171
6 C -0.477 5.475 -2.983
7 C -0.712 4.198 -2.513
8 C 0.347 3.335 -2.223
9 C 0.026 2.029 -1.567
10 O 0.935 1.041 -1.805
11 N -0.180 2.202 -0.008
12 N 0.524 1.650 0.885
13 C 1.838 1.436 0.507
14 C 2.842 0.794 1.342
15 Br 3.827 -0.163 -0.057
16 C 3.228 0.714 2.617
17 C 2.742 1.385 3.813
18 C 3.610 1.390 4.912
19 C 3.262 2.045 6.081
20 C 2.035 2.686 6.170
21 C 1.156 2.669 5.092
22 C 1.503 2.026 3.920
23 H 2.459 2.047 -2.340
24 H 2.919 5.355 -3.084
25 H 1.036 6.892 -3.543
26 H -1.301 6.135 -3.210
27 H -1.731 3.857 -2.369
28 H -1.010 1.736 -1.798
29 H -1.123 2.448 0.287
30 H 2.224 2.080 -0.280
31 H 4.100 0.087 2.785
32 H 4.566 0.888 4.843
33 H 3.945 2.050 6.918
34 H 1.757 3.195 7.083
35 H 0.196 3.158 5.173
36 H 0.801 2.006 3.100
37 C -0.320 -5.064 0.384
38 Si -0.235 -3.571 1.492
39 C -0.356 -3.999 3.292
40 C 1.362 -2.638 1.078
41 C -1.563 -2.261 1.097
42 Te -1.337 -0.934 -0.552
43 C -1.406 -2.276 -2.189
44 Si -3.096 -2.178 -3.101
45 C -4.434 -2.389 -1.816
46 C -3.064 -3.577 -4.326
47 C -3.160 -0.497 -3.909
48 H 0.365 -5.830 0.751
49 H -0.041 -4.858 -0.651
50 H -1.319 -5.505 0.388
51 H 0.391 -4.741 3.573
52 H -1.336 -4.423 3.516
53 H -0.220 -3.124 3.930
54 H 2.305 -3.086 1.390
55 H 1.309 -1.636 1.587
56 H 1.408 -2.644 -0.030
57 H -1.644 -1.565 1.937
58 H -2.553 -2.703 0.963
59 H -1.192 -3.265 -1.784
60 H -0.598 -2.000 -2.871
61 H -4.349 -3.345 -1.294
62 H -5.407 -2.385 -2.310
63 H -4.464 -1.588 -1.073
64 H -2.959 -4.542 -3.827
65 H -2.249 -3.472 -5.042
66 H -3.996 -3.604 -4.894
67 H -2.818 0.306 -3.249
68 H -4.181 -0.247 -4.200
69 H -2.544 -0.468 -4.810

Output
calculated total energy	-128629.269	eV
HOMO level (spin up / spin down)	-13.6634 / -13.6715	eV
total charge	+2
ΔE to the lowest compared entry with this formula, charge and spin	0.544	eV
2S+1	1

Atom charges from the Löwdin analysis, given in e for atoms 1 to 6: number 1, Rh, carries 0.59; number 2, O, carries 0.05; number 3, C, carries -0.25; number 4, C, carries 0.02; number 5, C, carries -0.04; number 6, C, carries -0.06

---

A structure of composition C22H50FeN3OP2S, computed with wB97M-V/def2-TZVPD.

Cartesian coordinates (Å):
1 Fe 0.561 -0.004 0.390
2 P -0.103 -1.831 -1.028
3 P 0.362 2.205 0.765
4 N 1.411 0.664 -1.367
5 C 0.964 -1.526 -2.557
6 H 1.835 -2.178 -2.630
7 H 0.397 -1.689 -3.472
8 C 1.522 -0.119 -2.566
9 H 2.600 -0.209 -2.798
10 H 1.082 0.438 -3.425
11 C 1.130 2.060 -1.849
12 H 0.063 2.182 -2.199
13 H 1.799 2.333 -2.707
14 C 1.426 2.912 -0.630
15 H 1.225 3.973 -0.834
16 H 2.471 2.727 -0.345
17 C 1.114 3.071 2.195
18 C 2.273 2.246 2.758
19 H 2.981 1.944 1.974
20 H 1.921 1.339 3.279
21 H 2.808 2.864 3.493
22 C -1.241 3.026 0.323
23 C -2.393 2.538 1.193
24 H -3.345 2.818 0.734
25 H -2.380 2.988 2.189
26 H -2.397 1.452 1.314
27 C -1.685 -2.685 -1.628
28 C -2.364 -3.543 -0.566
29 H -3.424 -3.717 -0.795
30 H -2.298 -3.073 0.415
31 H -1.894 -4.528 -0.536
32 C 0.997 -3.337 -0.423
33 C 0.437 -3.864 0.894
34 H 1.313 -4.337 1.360
35 H -0.359 -4.606 0.707
36 H 0.052 -3.040 1.533
37 C 2.343 -0.353 0.482
38 O 3.452 -0.476 0.104
39 C -1.124 4.565 0.276
40 H -0.147 4.940 0.604
41 H -1.279 4.923 -0.750
42 H -1.888 5.044 0.903
43 C -1.633 -3.437 -2.964
44 H -2.507 -4.081 -3.115
45 H -1.556 -2.781 -3.830
46 H -0.778 -4.104 -2.976
47 C 1.200 -4.438 -1.465
48 H 1.947 -5.075 -0.974
49 H 0.270 -5.017 -1.608
50 H 1.591 -4.089 -2.438
51 C 0.052 3.356 3.257
52 H -0.545 2.451 3.466
53 H 0.547 3.661 4.188
54 H -0.622 4.170 2.963
55 H 1.510 4.021 1.789
56 H 1.922 -2.729 -0.275
57 H -1.430 2.665 -0.701
58 H -2.287 -1.782 -1.778
59 H -2.248 -0.255 -2.978
60 H -1.580 0.025 -3.067
61 C 1.686 -1.500 3.632
62 N 0.655 -0.822 4.396
63 C 0.640 -1.223 5.817
64 C -0.494 -0.440 3.793
65 S -0.812 -0.803 2.111
66 N -1.453 0.149 4.559
67 C -1.121 1.051 5.674
68 C -2.833 0.225 4.090
69 H 2.494 -1.746 4.300
70 H 2.061 -0.832 2.856
71 H 1.329 -2.420 3.164
72 H 1.025 -0.366 6.391
73 H -0.392 -1.502 6.126
74 H 1.310 -2.072 5.929
75 H -1.782 1.930 5.605
76 H -1.310 0.525 6.622
77 H -0.074 1.377 5.604
78 H -3.064 1.199 3.636
79 H -3.055 -0.565 3.366
80 H -3.496 0.097 4.952

Output
calculated total energy	-93925.913	eV
HOMO level (spin up / spin down)	-13.8336 / -14.6840	eV
total charge	+2
ΔE to the lowest compared entry with this formula, charge and spin	0.000	eV
2S+1	6

Atom charges from the Löwdin analysis, given in e for atoms 1 to 6: number 1, Fe, carries 0.16; number 2, P, carries 1.05; number 3, P, carries 0.99; number 4, N, carries -0.10; number 5, C, carries -0.29; number 6, H, carries 0.08

---

A structure of composition C20H28NO2SZn, computed with wB97M-V/def2-TZVPD.

Cartesian coordinates (Å):
1 O 0.259 0.179 -3.910
2 C 0.172 1.525 -4.490
3 C 0.106 1.003 -5.924
4 H 1.073 2.099 -4.249
5 H -0.731 2.036 -4.138
6 C 0.238 -0.397 -5.259
7 H 0.937 1.315 -6.553
8 H -0.862 1.185 -6.391
9 C 1.528 -1.142 -5.538
10 H 2.408 -0.498 -5.407
11 H 1.524 -1.529 -6.567
12 H 1.595 -1.997 -4.849
13 C -0.971 -1.287 -5.454
14 H -1.897 -0.749 -5.208
15 H -0.872 -2.166 -4.801
16 H -1.018 -1.626 -6.500
17 Zn -0.127 -0.315 2.653
18 C -2.305 -0.468 4.612
19 C -2.409 0.940 4.684
20 C -2.370 1.474 3.373
21 H -2.523 1.513 5.600
22 C -2.224 0.391 2.443
23 C -2.149 -0.839 3.234
24 H -2.201 -1.853 2.838
25 H -2.388 -1.155 5.450
26 H -2.463 2.525 3.103
27 H -2.425 0.445 1.372
28 C 1.358 -2.207 4.810
29 C 0.428 -2.837 3.957
30 C 0.665 -2.378 2.614
31 H -0.325 -3.562 4.266
32 C 1.738 -1.394 2.680
33 C 2.104 -1.255 4.070
34 H 2.917 -0.650 4.467
35 H 1.519 -2.452 5.856
36 H 0.293 -2.834 1.694
37 H 2.305 -1.006 1.836
38 O 0.944 0.780 0.760
39 C 0.150 0.032 -0.218
40 C -0.097 0.982 -1.371
41 H -0.818 -0.320 0.212
42 H 0.726 -0.860 -0.524
43 C 0.693 2.264 -1.053
44 H -1.164 1.148 -1.562
45 H 0.363 0.486 -2.214
46 C 0.833 2.205 0.460
47 H 0.209 3.171 -1.427
48 H 1.694 2.169 -1.511
49 H -0.073 2.606 0.950
50 H 1.726 2.700 0.860
51 S 1.045 1.275 4.039
52 C 0.597 0.834 5.568
53 N 0.270 0.497 6.659

Output
calculated total energy	-86030.349	eV
HOMO level	-2.9751	eV
total charge	-1
ΔE to the lowest compared entry with this formula, charge and spin	0.000	eV
2S+1	1

Atom charges from the Löwdin analysis, given in e for atoms 1 to 6: number 1, O, carries -0.15; number 2, C, carries -0.15; number 3, C, carries -0.07; number 4, H, carries 0.12; number 5, H, carries 0.12; number 6, C, carries -0.56

---

A cluster of 6 separate species, C2H16O5S in total, computed with wB97M-V/def2-TZVPD.

Cartesian coordinates (Å):
1 C -1.958 1.278 1.345
2 C -0.781 0.282 1.363
3 S 0.639 0.644 2.522
4 H -1.636 2.376 1.051
5 H -2.211 1.102 2.421
6 H -2.762 1.090 0.721
7 H -1.176 -0.765 1.711
8 H -0.352 0.100 0.275
9 H 1.544 0.145 1.691
10 H 0.695 -2.725 0.873
11 H 0.929 -2.017 -0.557
12 O 0.257 -2.483 0.052
13 H -0.890 0.999 -3.176
14 H -1.021 -0.284 -2.356
15 O -0.266 0.432 -2.654
16 H 2.816 -0.254 -0.900
17 H 1.919 -0.277 -2.106
18 O 2.193 -0.812 -1.274
19 H -1.429 -2.087 -1.180
20 H -1.843 -2.385 -2.558
21 O -1.915 -1.691 -1.884
22 H 0.340 1.805 -1.226
23 H 0.758 2.973 -0.282
24 O 1.048 2.121 -0.616

Output
calculated total energy	-23405.652	eV
HOMO level	-8.6451	eV
structure (SMILES)	CCS.O.O.O.O.O
ΔE to the lowest compared entry with this formula, charge and spin	1.334	eV
2S+1	1

Atom charges from the Löwdin analysis, given in e for atoms 1 to 6: number 1, C, carries -0.17; number 2, C, carries -0.64; number 3, S, carries 0.66; number 4, H, carries 0.10; number 5, H, carries 0.07; number 6, H, carries 0.03

---

A cluster of 2 separate species, C5H11O2 in total, computed with wB97M-V/def2-TZVPD.

Cartesian coordinates (Å):
1 C -2.641 -0.276 -1.118
2 C -1.612 0.779 -1.277
3 H -3.319 0.018 -0.403
4 H -2.986 -0.586 -2.160
5 H -2.171 -1.322 -0.764
6 H -1.782 1.708 -1.998
7 H -1.509 1.426 -0.336
8 H -0.534 0.455 -1.658
9 C 1.250 0.126 0.702
10 C 2.552 0.464 1.351
11 C 0.897 -1.525 0.673
12 O 0.502 -1.886 -0.431
13 O 0.971 -2.155 1.739
14 H 0.430 0.427 1.373
15 H 0.936 0.431 -0.229
16 H 3.590 -0.031 1.000
17 H 2.517 0.411 2.380
18 H 2.909 1.535 1.157

Output
calculated total energy	-9458.103	eV
HOMO level	-3.5902	eV
total charge	-1
ΔE to the lowest compared entry with this formula, charge and spin	1.926	eV
2S+1	1

Atom charges from the Löwdin analysis, given in e for atoms 1 to 6: number 1, C, carries -0.20; number 2, C, carries -0.25; number 3, H, carries 0.02; number 4, H, carries 0.08; number 5, H, carries 0.11; number 6, H, carries 0.08

---

A cluster of 2 separate species, C2H4ClPS in total, computed with wB97M-V/def2-TZVPD.

Cartesian coordinates (Å):
1 C -0.878 -0.370 -0.892
2 C -0.672 1.312 0.588
3 P 1.301 -1.046 0.817
4 S 0.354 -1.417 -1.073
5 Cl -1.679 2.537 0.037
6 H -1.543 -0.223 -1.727
7 H -1.110 0.827 1.467
8 H 2.415 -1.787 0.411
9 H 1.811 0.169 0.372

Output
calculated total energy	-34779.143	eV
HOMO level (spin up / spin down)	-7.5511 / -7.5576	eV
ΔE to the lowest compared entry with this formula, charge and spin	4.832	eV
2S+1	1

Atom charges from the Löwdin analysis, given in e for atoms 1 to 6: number 1, C, carries -0.52; number 2, C, carries -0.65; number 3, P, carries 0.53; number 4, S, carries 0.54; number 5, Cl, carries 0.48; number 6, H, carries -0.02

---

Number 2 is which compound?
C22H50FeN3OP2S